[1]
Molecular formula: C5H14NO
Method: DFT, wB97M-V/def2-TZVPD

Calculated values
DFT total energy (Eh): -328.62214
Energy relative to the best compared isomer or geometry (same formula, charge and spin) (kJ/mol): 168.3
Total charge: +1
HOMO-LUMO gap (eV): 10.4

Each atom is followed by the atoms it is bonded to, with distances in Å.
Geometry (Å):
1 O 4.216 0.648 1.450  H12 0.947, H15 0.954
2 N 1.100 -0.030 0.296  C5 1.513, C6 1.277, H13 1.010
3 C -1.926 -0.961 -0.738  C4 1.533, C7 1.523, H9 1.090, H20 1.094
4 C -2.612 -0.381 -1.979  C3 1.533, H11 1.092, H16 1.085, H21 1.090
5 C -0.149 0.735 -0.085  N2 1.513, C7 1.510, H8 1.096, H10 1.095
6 C 1.566 -0.078 1.483  N2 1.277, H17 1.079, H18 1.082
7 C -1.427 0.033 0.304  C3 1.523, C5 1.510, H14 1.093, H19 1.096
8 H -0.045 1.754 0.303  C5 1.096
9 H -2.617 -1.594 -0.180  C3 1.090
10 H 0.024 0.981 -1.139  C5 1.095
11 H -1.858 -0.036 -2.690  C4 1.092
12 H 4.649 0.802 2.279  O1 0.947
13 H 1.638 -0.439 -0.455  N2 1.010
14 H -2.124 0.841 0.537  C7 1.093
15 H 4.808 0.946 0.765  O1 0.954
16 H -3.199 -1.170 -2.438  C4 1.085
17 H 0.977 0.156 2.357  C6 1.079
18 H 2.446 -0.707 1.518  C6 1.082
19 H -1.179 -0.458 1.252  C7 1.096
20 H -1.058 -1.534 -1.079  C3 1.094
21 H -3.227 0.492 -1.760  C4 1.090

***

[2]
Molecular formula: C5H14NO
Method: DFT, wB97M-V/def2-TZVPD

Calculated values
DFT total energy (Eh): -328.62813
Energy relative to the best compared isomer or geometry (same formula, charge and spin) (kJ/mol): 152.6
Total charge: +1
HOMO-LUMO gap (eV): 12.5

Each atom is followed by the atoms it is bonded to, with distances in Å.
Geometry (Å):
1 O 0.469 -2.985 1.173  H12 0.988, H18 1.006
2 N -0.085 -0.230 0.724  C4 1.619, C6 1.525, H8 1.007, H19 1.034
3 C 0.238 1.429 -1.054  C5 1.630, C6 1.590, H13 1.212, H21 1.095
4 C 0.103 1.279 1.280  N2 1.619, C5 1.467, H14 1.014, H20 1.131
5 C 0.910 2.024 0.306  C3 1.630, C4 1.467, H11 1.048, H17 1.111
6 C -0.055 -0.113 -0.796  N2 1.525, C3 1.590, C7 1.505, H16 1.102
7 C -1.204 -0.797 -1.486  C6 1.505, H9 1.129, H10 1.133, H15 1.127
8 H 0.742 -0.767 0.929  N2 1.007
9 H -0.950 -1.886 -1.335  C7 1.129
10 H -2.218 -0.432 -1.135  C7 1.133
11 H 1.935 1.838 0.418  C5 1.048
12 H 0.979 -3.759 0.831  O1 0.988
13 H 1.011 1.668 -1.957  C3 1.212
14 H -0.878 1.485 1.430  C4 1.014
15 H -1.065 -0.604 -2.588  C7 1.127
16 H 0.906 -0.610 -1.004  C6 1.102
17 H 0.633 3.100 0.334  C5 1.111
18 H -0.347 -3.178 1.728  O1 1.006
19 H -0.910 -0.729 1.100  N2 1.034
20 H 0.506 1.340 2.335  C4 1.131
21 H -0.720 1.928 -1.233  C3 1.095

***

[3]
Molecular formula: C5H14NO
Method: DFT, wB97M-V/def2-TZVPD

Calculated values
DFT total energy (Eh): -328.62322
Energy relative to the best compared isomer or geometry (same formula, charge and spin) (kJ/mol): 165.5
Total charge: +1
HOMO-LUMO gap (eV): 11.1

Each atom is followed by the atoms it is bonded to, with distances in Å.
Geometry (Å):
1 O 0.817 0.556 -2.304  H12 0.972, H13 0.969
2 N -0.669 1.174 -0.146  C4 1.481, H11 1.019, H16 1.024, H19 1.070
3 C 0.674 -0.553 1.819  C5 1.515, C7 1.545, H8 1.086, H15 1.100
4 C -1.049 -0.257 -0.151  N2 1.481, C6 1.316, C7 1.500
5 C 1.815 0.358 1.414  C3 1.515, H9 1.087, H14 1.097, H18 1.095
6 C -2.059 -0.632 -0.908  C4 1.316, H10 1.084, H21 1.081
7 C -0.206 -1.157 0.702  C3 1.545, C4 1.500, H17 1.097, H20 1.085
8 H 0.011 -0.035 2.506  C3 1.086
9 H 2.197 0.306 0.398  C5 1.087
10 H -2.586 0.070 -1.543  C6 1.084
11 H -0.196 1.437 0.717  N2 1.019
12 H 1.385 0.762 -3.066  O1 0.972
13 H 1.384 0.135 -1.640  O1 0.969
14 H 2.697 0.061 1.995  C5 1.097
15 H 1.074 -1.448 2.317  C3 1.100
16 H -1.370 1.830 -0.499  N2 1.024
17 H -0.965 -1.749 1.228  C7 1.097
18 H 1.617 1.412 1.634  C5 1.095
19 H 0.039 1.391 -0.918  N2 1.070
20 H 0.283 -1.868 0.044  C7 1.085
21 H -2.532 -1.603 -0.967  C6 1.081